# 1
{
  "formula": "C15H15FINO4",
  "method": "ωB97M-V/def2-TZVPD",
  "symbols": ["C", "C", "C", "I", "C", "C", "C", "C", "C", "C", "F", "C", "O", "N", "C", "O", "H", "H", "H", "H", "H", "H", "H", "H", "H", "O", "C", "C", "C", "C", "O", "H", "H", "H", "H", "H", "H"],
  "positions_angstrom": [[2.4861, -0.5325, -1.1933], [1.9320, -1.9730, -1.2531], [0.9752, -2.3281, -0.0435], [-1.0746, -1.9996, -0.5886], [1.4061, -1.4689, 1.1572], [0.7366, -0.3359, 1.5579], [1.2518, 0.3674, 2.6205], [2.3952, -0.1020, 3.2665], [3.0671, -1.2261, 2.8850], [2.5504, -1.8963, 1.8041], [3.1634, -2.9922, 1.3463], [2.6387, 0.8904, 4.4050], [3.1360, 0.7453, 5.4837], [2.0397, 2.1396, 3.9198], [0.8037, 1.6620, 3.3024], [-0.2762, 2.1763, 3.3372], [1.6981, 0.2077, -1.0241], [3.3244, -0.4229, -0.5003], [2.8909, -0.3055, -2.1900], [2.7631, -2.6827, -1.2031], [1.3622, -2.0422, -2.1815], [1.1447, -3.3697, 0.2285], [-0.1624, 0.0274, 1.0719], [3.9540, -1.5482, 3.4205], [2.6395, 2.3569, 3.1217], [-1.4067, 0.7433, -2.1078], [-2.5147, 0.9617, -2.4997], [-3.6963, 1.4110, -1.6645], [-4.8725, 1.1364, -2.5950], [-4.2374, 1.2981, -3.9664], [-2.8742, 0.8712, -3.8039], [-3.5875, 2.4739, -1.4441], [-3.7607, 0.8377, -0.7431], [-5.7261, 1.7930, -2.4359], [-5.2119, 0.1073, -2.4631], [-4.2373, 2.3367, -4.3050], [-4.7206, 0.6826, -4.7221]],
  "nbo_charge": [-0.63, -0.42, -0.32, 0.11, -0.11, -0.16, -0.15, -0.13, -0.27, 0.47, -0.32, 0.69, -0.47, -0.71, 0.69, -0.48, 0.22, 0.20, 0.22, 0.22, 0.23, 0.24, 0.26, 0.25, 0.38, -0.57, 0.79, -0.53, -0.43, -0.07, -0.49, 0.24, 0.24, 0.22, 0.21, 0.18, 0.20],
  "e_lumo_ha": -0.003,
  "fmax_ev_per_a": 2.10,
  "smiles": "CC[C@H](I)c1cc2c(cc1F)C(=O)NC2=O.O=C1CCCO1"
}

---

# 2
{
  "formula": "C17H20F2N2O5",
  "method": "ωB97M-V/def2-TZVPD",
  "symbols": ["C", "C", "C", "C", "C", "C", "C", "C", "C", "O", "C", "C", "C", "C", "N", "O", "C", "N", "C", "O", "F", "C", "O", "F", "C", "O", "H", "H", "H", "H", "H", "H", "H", "H", "H", "H", "H", "H", "H", "H", "H", "H", "H", "H", "H", "H"],
  "positions_angstrom": [[-3.1847, 1.3331, 3.7294], [-3.3429, -0.1947, 4.2066], [-3.7376, -1.2156, 2.9966], [-2.6581, -0.9751, 1.8471], [-2.6601, -2.0263, 0.6506], [-1.2571, -2.4680, 0.0407], [-0.1252, -1.3889, -0.2140], [1.1682, -1.9560, -0.5411], [2.2452, -0.9963, -1.1943], [2.8565, -1.6359, -2.1140], [1.9482, 0.5110, -1.5275], [3.0358, 1.5543, -2.1227], [4.4182, 0.9301, -2.5984], [5.3420, 0.4431, -1.3471], [5.4432, -0.9694, -1.0065], [5.9885, 1.2973, -0.6608], [0.6163, 1.0184, -1.3519], [0.1062, 2.2720, -1.9448], [-1.2309, 2.6866, -1.3992], [-1.2628, 3.7959, -0.8512], [-2.4106, 1.9316, -1.4325], [-0.3225, 1.8514, -3.3250], [-0.0739, 0.7862, -3.8857], [-1.0862, 2.7619, -4.0903], [-0.1987, 0.1427, -0.3160], [-0.4065, 0.7849, 0.7706], [-2.1015, 1.4401, 3.3362], [-3.8430, 1.4494, 2.7838], [-3.4288, 2.1144, 4.5200], [-4.0639, -0.2593, 5.0877], [-2.3071, -0.5321, 4.5882], [-3.6623, -2.2672, 3.4716], [-4.7946, -0.9596, 2.6497], [-2.7877, 0.0653, 1.3555], [-1.6134, -0.9896, 2.3377], [-3.4179, -1.6907, -0.1581], [-3.1243, -3.0086, 1.0659], [-1.5302, -2.7396, -1.0399], [-0.8424, -3.4271, 0.5053], [1.3593, -3.0789, -0.5137], [2.6234, 2.4542, -2.6647], [3.3582, 2.0134, -1.0953], [5.0123, 1.7661, -3.1184], [4.2555, 0.0992, -3.3593], [5.6035, -1.5631, -1.8324], [6.0943, -1.1606, -0.2388]],
  "nbo_charge": [-0.64, -0.40, -0.41, -0.43, -0.41, -0.43, -0.06, -0.23, 0.50, -0.51, -0.01, -0.44, -0.50, 0.68, -0.85, -0.60, 0.07, -0.49, 0.94, -0.46, -0.31, 0.94, -0.50, -0.32, 0.55, -0.51, 0.22, 0.20, 0.22, 0.21, 0.19, 0.21, 0.21, 0.22, 0.21, 0.21, 0.21, 0.24, 0.24, 0.25, 0.26, 0.25, 0.25, 0.24, 0.40, 0.40],
  "e_lumo_ha": -0.055,
  "de_lowest_ev": 9.3571,
  "fmax_ev_per_a": 6.72,
  "smiles": "CCCCCCC1=CC(=O)C(CCC(N)=O)=C(N(C(=O)F)C(=O)F)C1=O"
}

---

# 3
{
  "formula": "C14H23ClI2N2O2PW",
  "method": "ωB97M-V/def2-TZVPD",
  "symbols": ["I", "I", "W", "P", "C", "C", "H", "H", "H", "C", "H", "H", "H", "H", "H", "H", "C", "O", "Cl", "C", "C", "N", "C", "C", "C", "O", "C", "C", "C", "C", "N", "C", "H", "H", "H", "H", "H", "H", "H", "H", "H", "H", "H", "H", "H", "H"],
  "positions_angstrom": [[-1.2662, -2.7782, -2.8323], [-1.3656, 2.2491, -2.6618], [-0.1543, -0.2947, -2.5507], [-0.2213, -0.1749, -4.9384], [-1.8740, -0.1894, -5.7277], [0.5775, 1.3233, -5.5788], [1.6450, -1.6603, -5.2816], [0.7566, -1.3117, -6.8033], [0.0866, -2.4888, -5.6070], [0.6485, -1.5501, -5.7309], [1.5552, 1.4548, -5.0971], [0.7258, 1.2148, -6.6674], [-1.7546, -0.1945, -6.8257], [-2.4587, 0.6987, -5.4411], [-0.0448, 2.2070, -5.3751], [-2.4438, -1.0839, -5.4320], [-2.2733, -0.1017, -2.6687], [-3.4420, -0.1793, -2.7094], [2.0977, -0.0846, -2.3405], [3.0423, 1.7630, 4.6504], [1.5697, 1.5787, 4.9500], [0.8769, 0.6080, 4.0654], [0.7304, -0.7434, 4.6148], [-0.2991, -0.8101, 5.7414], [0.7197, 0.9441, 2.7305], [1.2260, 1.9666, 2.2771], [-0.1361, 0.0910, 1.8220], [-1.2421, -0.6081, 2.2981], [-2.0395, -1.2658, 1.3760], [-1.8138, -1.1040, 0.0026], [-0.7197, -0.4421, -0.4873], [0.0847, 0.1777, 0.4388], [3.5808, 0.8103, 4.6614], [3.4739, 2.4100, 5.4160], [3.1489, 2.2446, 3.6770], [1.4139, 1.2003, 5.9636], [1.0541, 2.5439, 4.8464], [0.4329, -1.4352, 3.8148], [1.7132, -1.0820, 4.9897], [-1.2491, -0.3750, 5.4145], [-0.4720, -1.8593, 6.0096], [0.0400, -0.2812, 6.6392], [-1.4927, -0.6366, 3.3615], [-2.8655, -1.9074, 1.6575], [-2.4814, -1.6020, -0.7099], [0.9093, 0.7581, 0.0486]],
  "mulliken_spin": [0.00, 0.03, 1.01, -0.04, 0.00, 0.01, 0.00, 0.00, 0.00, 0.01, 0.00, 0.00, 0.00, 0.00, 0.00, 0.00, -0.01, 0.00, -0.03, 0.09, -0.01, 0.63, -0.01, 0.08, -0.06, 0.29, -0.03, 0.02, -0.01, 0.02, -0.01, -0.02, 0.00, 0.00, 0.00, 0.01, 0.02, 0.01, 0.02, 0.00, 0.00, 0.00, -0.01, 0.00, 0.00, 0.00],
  "charge": 3,
  "multiplicity": 3,
  "e_lumo_ha": [-0.453, -0.472],
  "de_lowest_ev": 0.0000,
  "fmax_ev_per_a": 5.10
}

---

# 4
{
  "formula": "C4H10CsO",
  "method": "ωB97M-V/def2-TZVPD",
  "symbols": ["Cs", "C", "C", "O", "C", "C", "H", "H", "H", "H", "H", "H", "H", "H", "H", "H"],
  "positions_angstrom": [[-3.2751, -1.6520, -3.8650], [-1.0843, 2.1790, 0.3251], [-0.1538, 1.0888, 0.8368], [0.1186, 0.1390, -0.1210], [1.0467, -0.8482, 0.3781], [1.0808, -1.9670, -0.5946], [-1.3751, 2.8705, 1.1159], [-0.5782, 2.8315, -0.3863], [-1.9087, 1.7266, -0.2262], [0.7909, 1.4825, 1.2118], [-0.5823, 0.6264, 1.7260], [2.0138, -0.4689, 0.7084], [0.6894, -1.2289, 1.3350], [1.4619, -2.8753, -0.1278], [1.7158, -1.7563, -1.4551], [0.0395, -2.1478, -0.8612]],
  "nbo_charge": [1.00, -0.62, -0.06, -0.55, -0.07, -0.62, 0.23, 0.21, 0.19, 0.16, 0.15, 0.18, 0.16, 0.22, 0.21, 0.19],
  "charge": 1,
  "e_lumo_ha": -0.148,
  "de_lowest_ev": 0.2672,
  "fmax_ev_per_a": 1.67
}

---

# 5
{
  "formula": "C3H5ClS",
  "method": "ωB97M-V/def2-TZVPD",
  "symbols": ["C", "S", "C", "C", "Cl", "H", "H", "H", "H", "H"],
  "positions_angstrom": [[1.1923, -0.9719, 0.6875], [0.6540, 0.6319, 1.1993], [-0.5552, 1.0953, 0.1068], [-1.0591, 0.4220, -0.9487], [-2.3071, 1.1332, -1.9106], [1.5394, -0.8841, -0.3400], [0.3948, -1.7148, 0.7291], [1.9250, -1.1299, 1.4199], [-1.0697, 1.9011, 0.4765], [-0.7144, -0.4827, -1.4197]],
  "nbo_charge": [-0.76, 0.32, -0.40, -0.27, -0.02, 0.22, 0.22, 0.23, 0.23, 0.21],
  "e_lumo_ha": 0.030,
  "de_lowest_ev": 0.2174,
  "fmax_ev_per_a": 3.45,
  "smiles": "CS/C=C/Cl"
}